A structure of composition C53H51MnN5O5P2Te at a distorted geometry. Source: OMol25; level of theory: wB97M-V/def2-TZVPD.

Structure (XYZ):
```
118
Properties=species:S:1:pos:R:3
Mn -0.164 0.355 -0.030
C 0.972 4.887 1.533
N 0.193 4.027 2.420
C -0.212 4.587 3.700
C 0.039 2.749 2.093
O 0.447 2.284 1.019
C -0.656 1.817 3.081
O -0.566 0.535 2.511
C -1.433 -0.443 3.036
C -1.575 -1.484 1.941
O -0.761 -1.443 0.987
N -2.507 -2.406 2.058
C -3.508 -2.366 3.121
C -2.791 -3.308 0.949
H 0.652 5.919 1.654
H 2.036 4.818 1.771
H 0.824 4.577 0.503
H -0.556 5.608 3.542
H -1.027 4.019 4.141
H 0.627 4.613 4.399
H -0.141 1.846 4.047
H -1.701 2.123 3.215
H -0.998 -0.899 3.934
H -2.412 -0.024 3.282
H -3.044 -2.273 4.102
H -4.190 -1.532 2.951
H -4.079 -3.289 3.097
H -1.972 -3.283 0.239
H -2.918 -4.324 1.319
H -3.714 -2.988 0.461
Te 4.548 -2.045 0.366
C 5.187 -3.355 -1.230
C 4.935 -4.717 -1.258
C 5.405 -5.443 -2.348
N 6.092 -4.897 -3.342
C 6.363 -3.601 -3.287
C 5.932 -2.780 -2.249
C 2.683 -1.648 -0.443
P 2.081 0.081 -0.296
C 2.921 0.587 1.244
C 3.857 1.613 1.314
C 4.452 1.917 2.531
C 4.116 1.204 3.673
C 3.163 0.193 3.611
C 2.559 -0.109 2.403
C 2.961 0.977 -1.607
C 2.610 2.317 -1.775
C 3.281 3.095 -2.704
C 4.286 2.537 -3.483
C 4.608 1.195 -3.344
C 3.948 0.411 -2.409
P 1.361 -2.735 -0.730
C 0.791 -2.196 -2.375
C -0.454 -1.591 -2.538
C -0.856 -1.177 -3.799
C -0.016 -1.367 -4.886
C 1.235 -1.947 -4.717
C 1.655 -2.350 -3.461
C 1.829 -4.472 -0.723
C 1.684 -5.319 -1.820
C 2.021 -6.658 -1.692
C 2.456 -7.160 -0.474
C 2.533 -6.329 0.640
C 2.212 -4.989 0.519
H 4.408 -5.220 -0.462
H 5.220 -6.509 -2.420
H 6.948 -3.195 -4.105
H 6.199 -1.731 -2.243
H 4.126 2.166 0.424
H 5.190 2.706 2.586
H 4.597 1.433 4.614
H 2.904 -0.356 4.507
H 1.792 -0.874 2.339
H 1.807 2.730 -1.174
H 3.015 4.135 -2.832
H 4.810 3.142 -4.210
H 5.370 0.749 -3.970
H 4.199 -0.637 -2.316
H -1.118 -1.487 -1.685
H -1.828 -0.722 -3.932
H -0.335 -1.057 -5.872
H 1.891 -2.083 -5.566
H 2.640 -2.782 -3.322
H 1.325 -4.942 -2.767
H 1.931 -7.317 -2.546
H 2.721 -8.205 -0.384
H 2.833 -6.731 1.598
H 2.260 -4.336 1.383
O -0.674 1.896 -1.427
C -1.774 1.888 -0.836
N -2.713 2.848 -0.759
C -3.896 2.325 -0.071
C -3.346 0.940 0.403
O -3.925 0.165 1.131
N -2.093 0.788 -0.107
C -5.045 2.138 -1.063
C -6.170 2.954 -1.045
C -7.171 2.779 -1.990
C -7.048 1.807 -2.969
C -5.918 1.002 -3.003
C -4.924 1.165 -2.052
C -4.256 3.074 1.204
C -3.458 4.090 1.714
C -3.772 4.678 2.935
C -4.868 4.245 3.661
C -5.667 3.224 3.158
C -5.363 2.643 1.939
H -2.765 3.616 -1.409
H -6.268 3.729 -0.298
H -8.049 3.410 -1.953
H -7.829 1.672 -3.704
H -5.808 0.244 -3.766
H -4.043 0.532 -2.072
H -2.595 4.427 1.151
H -3.162 5.485 3.319
H -5.107 4.699 4.613
H -6.530 2.879 3.710
H -5.973 1.840 1.551
```

Properties
* spin multiplicity: 4
* HOMO-LUMO gap (alpha / beta): 5.8 / 5.7 eV
* LUMO energy (alpha / beta): -0.2609 / -0.2609 Eh
* charge: +2

These are the Mulliken partial charges, in e, on atoms 1 to 99: number 1, Mn, carries -0.080; number 2, C, carries -0.926; number 3, N, carries 0.463; number 4, C, carries -1.077; number 5, C, carries -0.097; number 6, O, carries 0.226; number 7, C, carries -1.354; number 8, O, carries 0.208; number 9, C, carries -1.277; number 10, C, carries -0.114; number 11, O, carries 0.400; number 12, N, carries 0.222; number 13, C, carries -0.899; number 14, C, carries -0.841; number 15, H, carries 0.386; number 16, H, carries 0.277; number 17, H, carries 0.251; number 18, H, carries 0.338; number 19, H, carries 0.465; number 20, H, carries 0.286; number 21, H, carries 0.679; number 22, H, carries 0.356; number 23, H, carries 0.447; number 24, H, carries 0.628; number 25, H, carries 0.350; number 26, H, carries 0.239; number 27, H, carries 0.391; number 28, H, carries 0.058; number 29, H, carries 0.426; number 30, H, carries 0.318; number 31, Te, carries 0.517; number 32, C, carries 0.159; number 33, C, carries -0.183; number 34, C, carries -0.535; number 35, N, carries -0.576; number 36, C, carries -0.659; number 37, C, carries -0.217; number 38, C, carries -1.304; number 39, P, carries 2.885; number 40, C, carries 0.356; number 41, C, carries -0.781; number 42, C, carries -0.995; number 43, C, carries -0.724; number 44, C, carries -0.866; number 45, C, carries 0.017; number 46, C, carries 0.285; number 47, C, carries -0.422; number 48, C, carries -0.804; number 49, C, carries -0.885; number 50, C, carries -0.490; number 51, C, carries -0.245; number 52, P, carries 0.676; number 53, C, carries 0.180; number 54, C, carries 0.182; number 55, C, carries -0.377; number 56, C, carries -0.956; number 57, C, carries -0.798; number 58, C, carries 0.017; number 59, C, carries 0.809; number 60, C, carries -0.447; number 61, C, carries -0.851; number 62, C, carries -0.476; number 63, C, carries -0.769; number 64, C, carries -0.446; number 65, H, carries 0.683; number 66, H, carries 0.437; number 67, H, carries 0.407; number 68, H, carries 0.522; number 69, H, carries 0.587; number 70, H, carries 0.496; number 71, H, carries 0.459; number 72, H, carries 0.540; number 73, H, carries 0.179; number 74, H, carries 0.231; number 75, H, carries 0.499; number 76, H, carries 0.412; number 77, H, carries 0.503; number 78, H, carries -0.289; number 79, H, carries 0.030; number 80, H, carries 0.547; number 81, H, carries 0.437; number 82, H, carries 0.488; number 83, H, carries 0.524; number 84, H, carries 0.438; number 85, H, carries 0.454; number 86, H, carries 0.456; number 87, H, carries 0.436; number 88, H, carries 0.407; number 89, O, carries -0.565; number 90, C, carries -0.974; number 91, N, carries 0.182; number 92, C, carries 3.046; number 93, C, carries -1.282; number 94, O, carries -0.589; number 95, N, carries 1.230; number 96, C, carries 0.384; number 97, C, carries -0.246; number 98, C, carries -1.002; number 99, C, carries -0.548